Record 1
{"formula": "C20H26N6O2PtSeSi", "method": "ωB97M-V with the def2-TZVPD basis set", "e_tot_ev": -110652.268, "multiplicity": 5, "total_charge": 2, "lumo_energy_ev": [-5.27, -9.08], "e_above_lowest_kcal_mol": 18.64, "homo_energy_ev": [-11.5, -13.4], "orbital_gap_ev": [6.199, 4.291], "species": ["Pt", "N", "C", "N", "C", "N", "N", "C", "C", "C", "C", "C", "C", "N", "C", "C", "C", "C", "C", "C", "H", "H", "H", "H", "H", "H", "H", "H", "H", "H", "H", "N", "C", "C", "C", "O", "O", "H", "H", "H", "H", "H", "H", "C", "Si", "C", "C", "Se", "H", "H", "H", "H", "H", "H", "H", "H", "H"], "coordinates": [[0.2914, -0.8574, 0.7273], [-1.9450, 2.6016, 2.2314], [-0.9636, 1.7302, 2.0409], [-1.0467, 0.7028, 1.2466], [-2.2545, 0.4827, 0.5249], [-2.3412, -0.5344, -0.2691], [-1.2846, -1.3110, -0.3479], [-1.1899, -2.4656, -1.0214], [0.0358, -3.1383, -0.9292], [0.3232, -4.3468, -1.5989], [1.5499, -4.9353, -1.4514], [2.5170, -4.3271, -0.6303], [2.1987, -3.1553, 0.0042], [1.0017, -2.5651, -0.1258], [-3.3545, 1.4111, 0.6938], [-4.5714, 1.2731, 0.0281], [-5.5773, 2.1994, 0.2283], [-5.3864, 3.2732, 1.0924], [-4.1868, 3.4221, 1.7668], [-3.1810, 2.4921, 1.5678], [-1.8175, 3.3645, 2.8787], [-0.0424, 1.9118, 2.5788], [-2.0415, -2.8510, -1.5620], [-0.4459, -4.7884, -2.2170], [1.7789, -5.8599, -1.9630], [3.4905, -4.7716, -0.4886], [2.9264, -2.6641, 0.6380], [-4.7114, 0.4336, -0.6377], [-6.5203, 2.0875, -0.2885], [-6.1769, 3.9951, 1.2426], [-4.0363, 4.2551, 2.4435], [2.0417, -0.4226, 2.0287], [2.2172, -1.2294, 3.2623], [1.0147, -1.1948, 4.1857], [-0.0678, -2.3248, 3.7044], [-0.1259, -3.2185, 4.5346], [-0.5889, -2.0802, 2.6164], [2.8787, -0.5160, 1.4595], [1.9990, 0.5615, 2.2736], [3.0802, -0.8627, 3.8230], [2.4388, -2.2588, 2.9762], [0.4593, -0.2594, 4.1477], [1.2927, -1.4273, 5.2088], [0.9545, 1.2623, -4.6699], [2.1217, 1.9459, -3.3902], [1.8052, 3.6774, -2.7721], [3.8925, 1.3625, -3.4202], [1.3807, 0.6742, -1.2708], [1.1536, 1.7225, -5.6425], [-0.0831, 1.4705, -4.4100], [1.0766, 0.1851, -4.7821], [2.1044, 4.4062, -3.5307], [2.3792, 3.8844, -1.8688], [0.7473, 3.8361, -2.5611], [4.4262, 1.8251, -4.2553], [3.9519, 0.2813, -3.5489], [4.4115, 1.6350, -2.5016]], "forces_ev_per_a": [[0.0, 0.6, -0.1], [0.1, 0.0, 0.1], [0.0, 0.1, 0.0], [0.4, -0.4, -0.1], [0.0, -0.7, -0.6], [-1.0, 0.6, 0.1], [1.3, -0.2, 0.4], [-0.2, -0.1, -0.1], [-0.1, 0.0, -0.1], [0.1, -0.1, 0.0], [-0.2, 0.1, -0.1], [0.0, 0.1, 0.1], [0.4, -0.2, 0.0], [-0.3, 0.3, 0.1], [0.0, 0.4, 0.3], [0.0, 0.0, 0.0], [0.0, 0.0, 0.0], [0.1, 0.0, 0.0], [0.0, 0.1, 0.1], [-0.2, -0.3, -0.4], [0.1, 0.0, 0.0], [0.0, 0.0, 0.0], [0.0, 0.1, 0.0], [0.0, 0.0, 0.0], [0.0, 0.0, 0.0], [0.0, 0.0, 0.0], [0.0, 0.0, 0.0], [0.0, 0.0, 0.0], [0.0, 0.0, 0.0], [0.0, 0.0, 0.0], [0.0, 0.0, 0.0], [-0.5, -0.2, -0.3], [0.0, -0.1, 0.0], [0.1, -0.6, 0.5], [-0.2, 1.2, -1.5], [0.1, -0.3, 0.6], [-0.1, -0.6, 0.5], [0.0, 0.1, -0.1], [0.1, 0.1, 0.0], [0.0, 0.0, 0.0], [0.0, 0.0, 0.0], [-0.2, -0.1, 0.0], [0.1, 0.2, 0.0], [0.3, 0.2, 0.0], [-0.4, -0.4, 0.5], [0.1, -0.2, -0.1], [-0.3, 0.1, -0.1], [0.3, 0.2, 0.0], [0.0, 0.0, 0.0], [0.0, 0.0, 0.1], [0.0, 0.0, 0.0], [0.0, 0.0, 0.0], [0.0, 0.0, 0.0], [0.0, 0.0, 0.0], [0.0, 0.0, 0.0], [0.0, 0.0, 0.0], [0.0, 0.0, 0.0]], "lowdin_charge": [1.141, 0.143, -0.133, -0.040, -0.261, 0.108, -0.237, -0.051, -0.266, 0.006, -0.029, -0.040, -0.134, -0.107, -0.091, 0.007, -0.037, -0.036, 0.001, -0.166, 0.171, 0.138, 0.140, 0.129, 0.124, 0.117, 0.101, 0.122, 0.121, 0.122, 0.125, -0.082, -0.196, -0.009, -0.542, 0.314, 0.013, 0.084, 0.090, 0.141, 0.130, 0.121, 0.129, -0.213, 0.420, -0.213, -0.214, 0.455, 0.049, 0.040, 0.040, 0.051, 0.036, 0.039, 0.051, 0.040, 0.037]}

Record 2
{"formula": "C3H7N2O2", "method": "ωB97M-V with the def2-TZVPD basis set", "e_tot_ev": -10286.887, "multiplicity": 3, "total_charge": 1, "lumo_energy_ev": [-3.04, -7.11], "e_above_lowest_kcal_mol": 44.75, "homo_energy_ev": [-10.9, -15.2], "orbital_gap_ev": [7.824, 8.135], "species": ["C", "C", "C", "N", "N", "O", "O", "H", "H", "H", "H", "H", "H", "H"], "coordinates": [[-2.1617, 0.2471, 0.0661], [2.5705, -0.5624, 0.2784], [2.1259, 0.8200, 0.1832], [-2.2059, -0.9189, -0.5504], [1.2489, -0.0054, -0.2435], [-3.2700, 0.7343, 0.5537], [-1.1014, 0.9116, 0.2304], [3.2302, -1.0556, -0.4041], [2.3667, -1.0334, 1.2546], [2.2001, 1.8066, -0.0536], [-3.1426, -1.2060, -0.8009], [-1.4753, -1.5567, -0.5704], [-0.2527, 0.4469, -0.0167], [-3.3835, 1.6673, 0.7284]], "forces_ev_per_a": [[-0.1, 0.5, 0.4], [-1.8, 1.6, 0.3], [4.7, 2.9, 3.4], [-2.6, 1.6, 0.3], [-5.0, -6.3, -1.9], [-0.6, -1.7, -0.9], [-0.4, 0.9, 0.7], [0.8, 0.1, -0.3], [-0.1, -0.5, -0.6], [1.5, 2.3, -1.0], [0.1, -0.5, 0.1], [1.7, -1.0, -0.3], [0.9, -0.6, -0.3], [0.7, 0.7, 0.0]], "lowdin_charge": [-0.490, 0.015, -0.148, 0.286, 0.059, 0.230, 0.211, 0.118, 0.136, 0.084, 0.158, 0.123, 0.054, 0.164]}

Record 3
{"formula": "C19H20IrN3O6S4", "method": "ωB97M-V with the def2-TZVPD basis set", "e_tot_ev": -82963.170, "multiplicity": 2, "total_charge": -1, "lumo_energy_ev": [1.99, 1.99], "e_above_lowest_kcal_mol": 20.39, "homo_energy_ev": [-4.5, -4.6], "orbital_gap_ev": [6.514, 6.578], "species": ["Ir", "O", "C", "C", "C", "C", "C", "C", "N", "H", "H", "H", "H", "H", "H", "H", "O", "N", "C", "C", "C", "C", "C", "S", "H", "H", "H", "H", "N", "C", "C", "C", "C", "C", "C", "S", "O", "O", "O", "H", "H", "H", "H", "H", "H", "C", "O", "C", "S", "S", "H", "H", "H"], "coordinates": [[-0.1306, 0.5417, -0.7037], [-0.0160, -0.5766, 1.6725], [1.2152, -1.1609, 1.9767], [2.1177, -1.2074, 0.7652], [3.2720, -1.9979, 0.8133], [4.1555, -1.9614, -0.2351], [3.8921, -1.1337, -1.3101], [2.7181, -0.4008, -1.2995], [1.8441, -0.4494, -0.2930], [-0.6956, -1.2649, 1.6787], [1.1004, -2.1633, 2.3961], [1.7161, -0.5502, 2.7326], [3.4457, -2.6263, 1.6789], [5.0476, -2.5787, -0.2211], [4.5621, -1.0613, -2.1567], [2.4415, 0.2430, -2.1224], [0.7822, 2.0597, 0.3770], [0.3600, 3.3112, 0.1535], [0.8643, 4.2535, 0.9674], [0.5364, 5.5740, 0.8199], [-0.3465, 5.9151, -0.2083], [-0.8392, 4.9483, -1.0219], [-0.4790, 3.5792, -0.8561], [-1.0659, 2.3438, -1.8609], [1.5302, 3.8631, 1.7234], [0.9592, 6.3059, 1.4928], [-0.6462, 6.9475, -0.3507], [-1.5295, 5.1757, -1.8229], [-2.4447, -0.1657, -0.4982], [-2.5357, -1.2007, 0.4817], [-3.0163, -0.9606, 1.7554], [-2.7921, -1.8890, 2.7750], [-2.1077, -3.0707, 2.5151], [-1.7292, -3.3494, 1.1954], [-1.9391, -2.4259, 0.1871], [-1.5222, -4.1321, 3.8259], [-0.0826, -3.8886, 3.8296], [-2.2084, -3.6547, 5.0157], [-1.8816, -5.4759, 3.4044], [-3.0137, 0.6436, -0.2865], [-2.6769, -0.4778, -1.4385], [-3.4808, -0.0036, 1.9776], [-3.0978, -1.6863, 3.7950], [-1.2180, -4.2826, 0.9857], [-1.5761, -2.5981, -0.8205], [0.9875, 0.7724, -4.6163], [-0.4371, 0.5885, -4.7154], [-1.1149, -0.0886, -3.7822], [-2.7408, -0.1367, -3.9810], [-0.1620, -0.9442, -2.5630], [1.2383, 1.3843, -5.4783], [1.5083, -0.1793, -4.6559], [1.2315, 1.2927, -3.6935]], "forces_ev_per_a": [[0.6, 1.1, -1.5], [0.0, 0.1, 0.4], [0.0, -0.1, -0.2], [0.5, -0.3, 0.3], [-0.4, 0.2, 0.3], [0.4, -0.3, 0.0], [-0.3, 0.4, -0.3], [0.4, -0.1, -0.3], [-0.3, -0.4, 0.4], [0.1, 0.1, 0.1], [0.0, -0.1, 0.0], [0.1, 0.1, 0.0], [0.0, 0.0, 0.0], [0.0, 0.0, 0.0], [0.0, 0.0, 0.0], [0.0, -0.1, 0.0], [-0.2, -0.2, 0.6], [0.2, -0.4, 0.1], [0.1, 0.5, 0.3], [0.3, -0.3, 0.2], [0.0, 0.5, 0.1], [-0.1, -0.7, -0.3], [-0.4, 0.9, -0.3], [-0.2, -0.3, 0.1], [0.0, 0.0, 0.0], [0.0, 0.0, 0.0], [0.0, -0.1, 0.0], [0.0, 0.0, 0.0], [-0.3, -0.2, 0.3], [0.0, 0.2, -0.4], [0.0, 0.1, 0.2], [0.0, -0.2, 0.0], [0.0, 0.4, -0.4], [0.0, -0.1, 0.1], [-0.1, -0.3, 0.0], [-0.2, -0.2, 0.2], [0.2, 0.2, -0.1], [0.0, 0.0, 0.0], [0.0, 0.0, 0.0], [0.0, 0.0, 0.1], [0.1, -0.1, -0.1], [0.0, -0.1, 0.0], [0.0, 0.0, -0.1], [0.0, 0.0, 0.0], [0.0, 0.0, 0.1], [-0.5, 0.0, 0.0], [0.4, 0.2, -0.1], [0.6, -0.3, -0.1], [-0.3, 0.0, 0.3], [-0.6, -0.1, 0.0], [0.0, 0.0, 0.0], [0.0, -0.1, 0.0], [0.0, 0.1, 0.1]], "lowdin_charge": [0.784, -0.108, -0.170, -0.212, -0.009, -0.070, -0.057, -0.161, -0.038, 0.038, 0.119, 0.137, 0.124, 0.109, 0.103, 0.073, -0.294, -0.201, -0.024, -0.066, -0.090, -0.086, -0.636, 0.697, 0.138, 0.102, 0.108, 0.106, -0.019, -0.345, -0.042, -0.053, -0.275, -0.055, -0.059, 0.397, -0.373, -0.370, -0.364, 0.081, -0.005, 0.112, 0.110, 0.121, 0.074, -0.120, -0.258, -1.321, 0.613, 0.533, 0.089, 0.069, 0.047]}

Record 4
{"formula": "C3H10N2", "method": "ωB97M-V with the def2-TZVPD basis set", "e_tot_ev": -6251.722, "smiles": "C=N.CNC", "lumo_energy_ev": 1.11, "e_above_lowest_kcal_mol": 39.36, "homo_energy_ev": -8.7, "orbital_gap_ev": 9.825, "species": ["C", "N", "H", "H", "H", "C", "N", "C", "H", "H", "H", "H", "H", "H", "H"], "coordinates": [[-2.7744, -0.7585, -1.0707], [-2.9599, 0.3726, -0.5545], [-3.2566, -0.9553, -2.0180], [-2.2369, -1.5486, -0.5544], [-2.7654, 0.4928, 0.4358], [1.0379, -0.5880, -0.4145], [0.7413, 0.3566, 0.6414], [1.9204, 0.9316, 1.2420], [0.2754, -0.5445, -1.1935], [1.2316, -1.6085, -0.0968], [1.9707, -0.3639, -0.9711], [0.0547, 1.0012, 0.2838], [1.7364, 1.4828, 2.1616], [2.5831, 0.1223, 1.5597], [2.4416, 1.6073, 0.5493]], "forces_ev_per_a": [[0.0, 0.1, 0.9], [-1.2, 0.7, -0.2], [0.5, -0.1, -0.5], [-0.1, -0.4, 0.0], [0.9, -0.4, -0.1], [0.9, 0.2, -1.0], [-0.5, -0.8, 0.1], [0.2, 0.2, 0.0], [-0.2, -0.3, 0.3], [-0.5, -0.2, 0.4], [-0.1, 0.4, 0.2], [0.3, 0.5, 0.3], [-0.5, 0.1, 0.0], [0.1, 0.0, -0.3], [0.3, -0.1, 0.1]], "lowdin_charge": [-0.153, 0.011, 0.054, 0.059, 0.037, -0.171, -0.189, -0.159, 0.062, 0.068, 0.074, 0.083, 0.068, 0.079, 0.076]}

Record 5
{"formula": "C19H19N5OS", "method": "ωB97M-V with the def2-TZVPD basis set", "e_tot_ev": -40328.291, "lumo_energy_ev": -0.14, "e_above_lowest_kcal_mol": 390.48, "homo_energy_ev": -8.3, "orbital_gap_ev": 8.183, "species": ["N", "C", "N", "C", "N", "C", "N", "C", "C", "C", "C", "H", "C", "C", "C", "C", "H", "H", "H", "H", "H", "H", "H", "H", "S", "C", "H", "H", "C", "O", "N", "C", "C", "C", "C", "C", "C", "H", "H", "H", "H", "H", "H", "H", "H"], "coordinates": [[-0.4791, -0.4875, -2.2136], [0.0872, 0.2517, -1.2918], [-0.7543, 1.2287, -0.8116], [-0.4721, 1.8672, 0.2098], [0.6597, 1.7404, 0.6661], [1.5014, 0.9790, 0.3729], [2.6748, 0.9612, 1.0563], [3.6846, 0.3038, 0.3388], [3.4598, -0.6179, -0.6847], [2.3138, -0.7256, -1.1998], [1.2002, 0.3775, -0.7372], [1.9917, -1.2745, -2.1070], [4.6253, -1.7625, -1.1375], [6.0037, -1.0181, -0.5445], [5.9401, -0.7881, 0.7772], [4.9665, 0.3934, 1.2635], [4.9026, 0.4386, 2.2530], [5.4707, 1.2761, 0.8210], [7.0584, -0.4366, 1.2033], [5.5506, -1.5881, 1.5801], [6.6739, -1.8886, -0.8758], [6.1479, -0.1206, -0.9918], [4.5643, -1.5868, -2.0545], [4.3412, -2.5138, -0.4100], [-1.8100, 3.1023, 0.6065], [-3.0066, 2.5416, -0.3981], [-2.8574, 2.8569, -1.3193], [-3.9910, 3.0538, -0.0070], [-3.2809, 0.9883, -0.5693], [-3.3947, 0.5727, -1.7280], [-3.1927, 0.3767, 0.4027], [-3.1374, -1.1486, 0.4245], [-3.3846, -1.9338, -0.4859], [-3.3137, -3.4697, -0.3687], [-2.9024, -3.9449, 0.8616], [-2.5272, -2.8310, 1.9509], [-2.6567, -1.6588, 1.5917], [-2.4448, -0.9866, 2.8531], [-2.2590, -3.3971, 2.8748], [-2.8940, -4.8197, 1.0710], [-3.4538, -4.0719, -1.0121], [-3.8924, -1.4857, -1.2018], [-3.0794, 0.7205, 1.3381], [-0.0568, -1.3984, -2.6455], [-1.6118, -0.3136, -2.5998]], "forces_ev_per_a": [[-3.4, -4.1, -5.0], [-8.8, 3.6, -1.1], [-3.8, -3.2, -4.9], [-2.9, 2.6, -1.3], [-4.0, 10.2, 11.2], [6.5, -2.7, -0.3], [4.0, -1.9, -3.1], [-2.0, 2.2, 7.9], [5.9, -2.7, 0.0], [-7.6, 3.1, -2.5], [11.8, -10.0, -3.8], [0.7, -0.3, 0.9], [0.0, 5.4, 10.9], [-1.8, -7.5, -6.1], [1.1, 1.6, 11.5], [1.8, -0.9, -9.0], [-1.1, 0.3, 3.9], [-0.2, 0.1, 0.8], [-2.7, -1.1, -0.9], [1.3, 0.6, -2.3], [0.2, 1.9, 0.6], [0.8, 2.4, -2.3], [-0.3, -0.5, -8.1], [0.3, -1.1, -1.2], [3.7, 0.4, 3.5], [-5.3, -1.9, 2.0], [0.4, 1.3, -4.5], [1.7, -0.9, -0.7], [0.4, 10.0, -12.5], [-0.8, -0.3, -0.3], [0.1, -12.2, 12.5], [2.2, 7.6, 5.6], [-1.4, -9.2, -4.4], [3.1, 9.9, 10.9], [0.0, 14.3, -2.1], [-0.3, -12.6, -0.9], [1.2, 8.2, 6.9], [-0.6, -0.8, -4.4], [-0.1, 1.6, -0.5], [0.4, -10.9, 2.6], [-2.4, -7.3, -9.1], [-1.8, 1.2, -4.3], [0.2, 0.7, 0.1], [-0.9, 2.8, 1.4], [4.4, -0.1, 2.3]], "lowdin_charge": [0.136, -0.384, 0.140, -0.599, 0.159, -0.440, 0.223, -0.115, -0.186, 0.087, -0.083, 0.119, 0.024, -0.252, -0.297, -0.081, 0.056, 0.119, 0.167, 0.155, 0.142, 0.088, 0.010, 0.116, 0.959, -0.502, 0.014, 0.130, -0.664, 0.001, 0.186, -0.210, 0.008, 0.061, 0.046, -0.085, -0.129, 0.227, 0.118, -0.018, -0.015, 0.071, 0.136, 0.140, 0.222]}

Record 6
{"formula": "C5H13NS", "method": "ωB97M-V with the def2-TZVPD basis set", "e_tot_ev": -17714.469, "smiles": "C=S(=C)(N)CCC", "lumo_energy_ev": -0.06, "e_above_lowest_kcal_mol": 156.40, "homo_energy_ev": -7.9, "orbital_gap_ev": 7.791, "species": ["C", "S", "C", "N", "C", "C", "C", "H", "H", "H", "H", "H", "H", "H", "H", "H", "H", "H", "H", "H"], "coordinates": [[-0.8973, -1.0231, 1.1639], [-1.1229, -0.1956, -0.2308], [-1.2507, -1.3245, -1.5266], [-2.1855, 1.6833, 0.0833], [0.4059, 0.6909, -0.6201], [1.7028, -0.1118, -0.3916], [2.4077, 0.2367, 0.9863], [-0.6993, -0.6159, 2.1564], [-1.3458, -1.8992, 1.0890], [-1.6570, -0.9110, -2.3566], [-1.8419, -2.1571, -1.1929], [-2.6880, 1.4940, 0.8748], [-3.0479, 1.7965, -0.5597], [0.3308, 1.5983, 0.0170], [0.3028, 1.0720, -1.6060], [1.3978, -1.0944, -0.4032], [2.4488, -0.1144, -1.2260], [2.9679, 1.2053, 0.9355], [1.6170, 0.1720, 1.6988], [3.1549, -0.5021, 1.1085]], "forces_ev_per_a": [[1.4, 3.7, 0.3], [0.6, 0.2, -0.1], [0.7, -0.1, 3.3], [0.5, -0.5, -4.2], [0.4, 1.6, 1.1], [1.0, 1.9, 0.3], [-0.3, 0.7, -2.8], [0.0, 0.3, -0.7], [-2.0, -4.0, 0.0], [-1.0, 1.6, -2.7], [-0.3, -0.5, 0.3], [-1.2, -1.0, 3.3], [2.0, -0.4, 0.4], [0.2, -0.6, -0.2], [-0.3, 0.1, -1.0], [-0.6, -2.5, 0.4], [-0.8, 0.8, 0.4], [-0.9, -0.6, 0.2], [-0.1, 0.2, 1.0], [0.7, -0.9, 0.6]], "lowdin_charge": [-0.286, 0.921, -0.243, -0.120, -0.334, -0.258, -0.078, 0.039, -0.052, -0.047, -0.002, -0.083, 0.030, 0.088, 0.079, 0.049, 0.121, 0.087, 0.042, 0.048]}